(1)
Molecular formula: C54H51BrGe2KN5O4
Method: DFT, ωB97M-V/def2-TZVPD

Results
Total charge: -1
Molar mass in u: 1098.26
Spin multiplicity: 2
Energy relative to the best compared isomer or geometry (same formula, charge and spin) in kJ/mol: 39.7
Highest occupied orbital energy (spin up / spin down) in eV: -4.34 / -4.34
Kohn-Sham gap (spin up / spin down) in eV: 6.488 / 5.987

```
118
C54H51BrGe2KN5O4, DFT ωB97M-V/def2-TZVPD
Br -0.30 1.84 -3.09
Ge -1.94 0.68 4.43
Ge -2.58 -0.45 2.36
K 0.61 0.26 0.00
O 0.53 -2.00 1.16
O 2.49 0.79 3.48
O 2.84 -0.84 -0.07
O 0.85 1.87 1.97
N 1.65 2.70 -0.78
N -1.97 1.85 0.01
N 0.02 -1.95 -1.96
N -2.21 -0.48 -1.34
N 2.38 2.69 0.32
C 1.17 -4.02 -1.62
C 3.46 2.98 -4.65
C 5.42 2.85 -6.05
C -1.13 -2.58 -1.75
C 2.08 2.54 -4.38
C -2.39 4.19 0.13
C -2.36 -1.73 -1.76
C -3.08 -3.23 1.52
C -3.45 0.41 5.68
C 3.21 1.91 3.49
C 1.32 -2.88 1.48
C -1.70 2.60 4.17
C -2.71 -2.40 2.59
C -2.52 -4.38 3.98
C -6.98 1.05 1.22
C -3.45 4.05 -0.75
C 2.23 2.45 -1.90
C 4.93 -3.79 1.93
C 5.04 3.20 4.40
C 3.43 -1.74 0.58
C 0.71 -4.14 2.09
C 2.89 2.98 2.64
C -2.90 -5.19 2.91
C -4.69 -1.39 -2.12
C 5.42 4.31 -4.16
C -4.41 0.13 1.90
C -3.76 2.80 -1.24
C 4.73 4.26 3.56
C 4.12 3.92 -3.86
C -6.73 -0.31 1.34
C -5.95 1.96 1.45
C -5.46 -0.76 1.68
C -3.26 0.33 -1.31
C 6.08 3.77 -5.25
C 3.66 4.14 2.69
C -0.03 -4.67 -1.39
C 2.77 -2.80 1.32
C 4.13 2.46 -5.76
C 1.15 -2.66 -1.90
C -1.20 -3.94 -1.46
C -2.42 -3.01 3.81
C -3.18 -4.60 1.68
C -4.53 -0.09 -1.68
C 1.72 2.85 1.66
C -3.59 -2.23 -2.18
C 3.56 -3.79 1.95
C -1.67 3.05 0.48
C 5.58 -2.75 1.23
C -0.32 -0.06 5.23
C 1.53 2.38 -3.17
C -2.99 1.71 -0.82
C -4.68 1.50 1.78
C 4.29 2.04 4.37
C 4.87 -1.78 0.59
H -2.29 -4.83 4.94
H -4.37 0.83 5.26
H -2.16 -4.41 -1.25
H -2.98 -6.26 3.03
H 0.47 -0.17 4.50
H -7.53 -1.02 1.17
H 1.23 3.85 1.59
H 3.30 2.24 -1.93
H -3.23 0.91 6.63
H 1.72 1.01 2.83
H 5.93 2.42 -6.91
H -7.97 1.41 0.96
H 7.09 4.07 -5.48
H -0.82 3.08 1.16
H -0.52 -1.04 5.69
H -5.29 -1.83 1.77
H -2.11 5.15 0.54
H -2.12 -2.40 4.66
H 5.88 3.27 5.08
H -4.58 2.66 -1.94
H 1.48 2.29 -5.25
H 3.60 4.37 -3.02
H 0.03 0.62 6.01
H -0.36 -4.09 1.94
H -5.67 -1.75 -2.42
H -2.60 3.07 3.75
H 5.31 5.18 3.59
H 2.07 -2.11 -2.03
H 5.37 -0.98 0.06
H 6.67 -2.72 1.20
H -3.29 -2.79 0.56
H -3.88 2.22 1.94
H 5.91 5.04 -3.53
H -5.38 0.57 -1.58
H 3.06 -4.58 2.50
H 3.40 4.96 2.03
H -0.86 2.75 3.50
H 3.28 2.23 0.29
H -1.49 3.07 5.13
H 4.52 1.20 5.01
H -0.05 -5.72 -1.15
H -6.13 3.02 1.36
H -3.48 -5.22 0.84
H -3.68 -3.24 -2.55
H 3.62 1.74 -6.38
H 0.92 -4.18 3.16
H -4.03 4.92 -1.05
H 5.50 -4.56 2.44
H 2.12 -4.54 -1.55
H 1.11 -5.05 1.63
H -3.62 -0.65 5.87
```

(2)
Molecular formula: C11H44N10O11
Method: DFT, ωB97M-V/def2-TZVPD

Results
SMILES string: NC(N)=O.NC(N)=O.NC(N)=O.NC(N)=O.NC(N)=O.CO.CO.CO.CO.CO.CO
Total charge: 0
Molar mass in u: 492.53
Energy relative to the best compared isomer or geometry (same formula, charge and spin) in kJ/mol: 48.1
Highest occupied orbital energy in eV: -8.76
Kohn-Sham gap in eV: 8.543

```
76
C11H44N10O11, DFT ωB97M-V/def2-TZVPD
O -1.67 1.81 3.23
O 2.59 1.39 -3.08
O 1.63 0.77 0.22
O -1.23 -3.49 1.06
O -2.46 0.75 -5.16
O -3.14 -3.29 -3.27
O 3.06 2.42 2.00
O 1.63 0.18 -5.40
O -3.84 -2.42 0.83
O 4.55 -2.88 1.00
O 0.30 -0.08 3.31
N -0.15 -0.60 0.59
N -3.00 3.29 4.30
N -3.40 -0.20 0.62
N -0.78 3.11 4.89
N 4.77 -0.71 0.33
N 3.14 -1.32 1.86
N 2.89 3.61 -3.52
N 2.23 2.90 -1.42
N 0.97 -0.58 -1.44
N -5.12 -0.99 2.00
C -4.07 -1.26 1.15
C -1.81 2.65 4.11
C 2.37 3.11 3.02
C 2.58 2.56 -2.68
C 0.80 -0.06 -0.19
C -0.33 -1.24 3.87
C -1.86 -3.60 -2.70
C -1.38 -4.61 1.91
C 4.18 -1.71 1.06
C 2.30 1.07 -6.29
C -1.64 -0.14 -4.40
H -3.63 0.75 0.83
H 3.18 0.56 -6.67
H 1.63 0.61 -4.53
H 0.40 -1.33 -1.77
H -2.80 0.23 -5.90
H -1.15 -3.51 -3.53
H 4.62 0.24 0.63
H 2.43 2.15 1.33
H 1.89 2.43 3.74
H -2.95 -0.39 -0.25
H -0.68 -1.39 0.26
H -0.05 -1.35 4.92
H 1.53 3.71 2.63
H 2.66 4.54 -3.24
H -0.96 3.87 5.51
H 2.62 -2.09 2.26
H 2.66 -0.47 1.61
H -1.89 -4.62 -2.31
H 2.20 3.86 -1.12
H -1.48 -4.31 2.96
H -5.73 -1.76 2.23
H -3.14 4.02 4.98
H 1.62 1.36 -7.09
H -0.01 2.53 5.17
H 3.09 3.74 3.53
H 1.67 -0.22 -2.07
H -3.49 -2.48 -2.89
H -5.23 -0.12 2.49
H -3.80 3.12 3.73
H -1.42 -1.15 3.81
H -0.49 -5.24 1.81
H 2.64 1.98 -5.78
H -0.11 -0.41 1.60
H -2.09 -3.05 0.98
H -0.04 -2.12 3.29
H -1.63 -2.97 -1.85
H -2.24 -5.22 1.64
H -0.37 0.64 3.31
H 3.20 3.39 -4.44
H 1.95 2.12 -0.82
H 5.52 -1.04 -0.24
H -1.07 0.39 -3.64
H -2.29 -0.84 -3.87
H -0.91 -0.63 -5.05
```

(3)
Molecular formula: C19H26NO2
Method: DFT, ωB97M-V/def2-TZVPD

Results
SMILES string: COc1ccc(OCCCC[N@@H+](C)Cc2ccccc2)cc1
Total charge: +1
Molar mass in u: 300.42
Energy relative to the best compared isomer or geometry (same formula, charge and spin) in kJ/mol: 136.8
Highest occupied orbital energy in eV: -11.14
Kohn-Sham gap in eV: 9.155

```
48
C19H26NO2, DFT ωB97M-V/def2-TZVPD
O -0.96 0.80 0.84
O -5.89 -1.19 -0.66
N 1.29 -0.10 -0.24
C 4.55 0.60 0.17
C -3.28 0.43 1.35
C 1.58 0.92 -1.27
C -2.23 0.33 0.46
C 1.27 2.35 -0.83
C -4.53 -0.07 1.01
C 5.41 -2.03 0.25
C -4.73 -0.67 -0.23
C 1.22 -1.44 -0.82
C -0.77 2.21 0.75
C 2.24 -0.06 0.92
C -3.66 -0.75 -1.13
C 5.85 0.28 -0.18
C 6.28 -1.03 -0.14
C -2.42 -0.25 -0.79
C -0.22 2.66 -0.61
C -7.02 -1.16 0.18
C 3.66 -0.40 0.55
C 4.11 -1.72 0.59
H 1.87 -0.78 1.66
H 2.20 0.93 1.36
H -0.35 3.74 -0.66
H -7.31 -0.13 0.42
H 0.98 0.69 -2.15
H 3.44 -2.50 0.92
H -5.33 0.02 1.72
H -7.82 -1.64 -0.38
H 0.46 -1.47 -1.60
H 5.74 -3.06 0.29
H -1.60 -0.32 -1.49
H 6.53 1.07 -0.46
H 2.18 -1.72 -1.25
H 7.30 -1.27 -0.41
H -6.84 -1.71 1.11
H -1.72 2.71 0.94
H -3.13 0.89 2.32
H -0.08 2.48 1.55
H -0.82 2.22 -1.40
H -3.82 -1.21 -2.09
H 2.64 0.84 -1.54
H 4.23 1.63 0.16
H 1.83 2.62 0.06
H 0.34 0.15 0.17
H 0.96 -2.17 -0.05
H 1.62 3.00 -1.64
```

(4)
Molecular formula: C5H9N
Method: DFT, ωB97M-V/def2-TZVPD

Results
SMILES string: C=C/C=C/CN
Total charge: 0
Molar mass in u: 83.13
Energy relative to the best compared isomer or geometry (same formula, charge and spin) in kJ/mol: 221.7
Highest occupied orbital energy in eV: -8.34
Kohn-Sham gap in eV: 9.084

```
15
C5H9N, DFT ωB97M-V/def2-TZVPD
N -1.76 -1.06 2.23
C 1.72 1.17 -2.36
C -0.26 0.04 0.56
C -1.14 -1.13 0.88
C 1.45 1.05 -1.05
C 0.30 0.22 -0.65
H -0.37 0.96 1.14
H -0.04 -0.34 -1.53
H -1.35 -0.24 2.68
H -0.67 -2.08 0.65
H 2.48 1.83 -2.76
H -1.40 -1.74 2.89
H -2.02 -0.97 0.24
H 2.19 1.45 -0.36
H 1.03 0.77 -3.10
```

(5)
Molecular formula: H2O5P2
Method: DFT, ωB97M-V/def2-TZVPD

Results
Total charge: -2
Molar mass in u: 143.96
Energy relative to the best compared isomer or geometry (same formula, charge and spin) in kJ/mol: 307.4
Highest occupied orbital energy in eV: 1.37
Kohn-Sham gap in eV: 5.689

```
9
H2O5P2, DFT ωB97M-V/def2-TZVPD
P 1.01 -0.84 -0.88
P 0.08 0.16 0.85
O -0.02 1.67 0.56
O 0.92 0.51 -1.83
O 0.02 -1.85 -1.47
O -1.62 -0.33 1.34
O 1.11 -0.19 1.88
H 0.66 0.93 -0.99
H -2.16 -0.06 0.54
```

(6)
Molecular formula: C17H15F4N3O2S2Zr
Method: DFT, ωB97M-V/def2-TZVPD

Results
Total charge: +2
Molar mass in u: 524.68
Energy relative to the best compared isomer or geometry (same formula, charge and spin) in kJ/mol: 111.1
Highest occupied orbital energy in eV: -15.05
Kohn-Sham gap in eV: 6.866

```
44
C17H15F4N3O2S2Zr, DFT ωB97M-V/def2-TZVPD
Zr -0.24 -0.40 -0.60
S -1.76 0.72 -2.58
S -0.14 2.08 0.50
F 4.22 -1.90 3.74
F 1.66 -1.17 -1.08
F 1.50 -1.63 3.67
F 4.44 -1.31 -0.92
O 0.09 1.96 1.88
O 0.87 1.34 -0.34
N -1.19 -2.33 -0.51
N 0.22 -1.11 1.19
N -1.46 1.18 -0.04
C -1.70 1.74 -1.26
C 3.76 -1.39 0.21
C -1.88 -2.21 0.81
C 2.23 -1.56 2.55
C 3.62 -1.70 2.58
C -1.54 5.44 -2.10
C -0.30 -3.51 -0.51
C -0.57 3.59 -0.34
C -2.00 4.13 -2.20
C -2.18 -2.48 -1.60
C 2.37 -1.28 0.19
C -0.10 4.88 -0.24
C 4.39 -1.61 1.43
C -0.81 -1.86 1.90
C 1.56 -1.32 1.34
C -0.59 5.80 -1.16
C -1.49 3.19 -1.31
H -1.27 -1.25 2.69
H -1.68 -2.37 -2.58
H 0.28 -3.54 -1.44
H -2.65 -3.47 -1.58
H 0.64 5.15 0.50
H -2.61 -1.38 0.75
H -2.97 -1.73 -1.51
H -2.41 -3.14 1.06
H -1.91 6.18 -2.79
H -0.89 -4.44 -0.45
H 5.46 -1.72 1.47
H -0.40 -2.77 2.37
H -0.24 6.82 -1.11
H -2.74 3.86 -2.93
H 0.39 -3.50 0.34
```

(7)
Molecular formula: C7H28N14O7
Method: DFT, ωB97M-V/def2-TZVPD

Results
SMILES string: NC(N)=O.NC(N)=O.NC(N)=O.NC(N)=O.NC(N)=O.NC(N)=O.NC(N)=O
Total charge: 0
Molar mass in u: 420.39
Energy relative to the best compared isomer or geometry (same formula, charge and spin) in kJ/mol: 468.2
Highest occupied orbital energy in eV: -8.62
Kohn-Sham gap in eV: 7.911

```
56
C7H28N14O7, DFT ωB97M-V/def2-TZVPD
O 0.85 4.91 2.59
O 1.70 0.71 1.45
O -0.99 1.01 4.99
O 2.08 -1.50 -3.65
O 5.05 -4.99 -1.68
O -3.44 0.80 -1.78
O 0.51 3.73 -1.23
N -3.25 -0.94 -0.62
N 1.11 2.87 3.42
N 0.52 -3.04 -4.25
N 0.77 4.55 4.83
N -0.63 -0.10 3.09
N 2.49 -0.89 0.10
N -1.28 3.16 0.07
N -1.06 2.27 -1.80
N -2.50 -0.30 4.16
N 3.18 -4.65 -2.63
N -5.19 0.05 -0.66
N 0.63 0.08 -0.35
N 4.28 -2.91 -2.18
N -0.05 -1.21 -3.16
C 4.27 -4.21 -2.11
C 0.88 4.15 3.55
C 1.63 -0.04 0.46
C 0.92 -1.87 -3.72
C -1.34 0.25 4.11
C -3.92 0.11 -0.96
C -0.50 3.08 -0.99
H 0.29 0.30 2.99
H 1.29 2.37 4.28
H 0.45 5.45 5.14
H -0.67 2.27 -2.73
H 2.61 -3.87 -2.91
H -5.62 -0.43 0.13
H 3.44 -2.47 -2.55
H 3.30 -1.20 0.62
H 1.12 -3.62 -4.81
H -3.71 -1.67 -0.09
H -2.39 -1.05 -1.13
H -0.48 -3.05 -4.41
H 0.55 -0.74 -0.94
H -2.10 2.58 0.18
H 2.10 -1.46 -0.63
H 0.76 3.70 5.37
H -0.03 -0.21 -3.01
H -2.69 -0.99 3.45
H -0.97 3.81 0.79
H -1.05 -0.69 2.39
H -5.72 0.71 -1.21
H -3.12 -0.15 4.95
H -2.01 1.95 -1.66
H -0.96 -1.66 -3.16
H 2.82 -5.60 -2.67
H -0.18 0.68 -0.26
H 5.03 -2.43 -1.72
H 1.26 2.37 2.55
```

(8)
Molecular formula: C23H39N4O13P
Method: DFT, ωB97M-V/def2-TZVPD

Results
SMILES string: CCOP(=O)(OCC)OCC.O=C1OCCO1.O=C1OCCO1.O=C1OCCO1.CC#N.CC#N.CC#N.CC#N
Total charge: 0
Molar mass in u: 610.55
Highest occupied orbital energy in eV: -10.76
Kohn-Sham gap in eV: 10.528

```
80
C23H39N4O13P, DFT ωB97M-V/def2-TZVPD
P -19.57 9.10 25.75
O -19.99 8.69 27.13
O -20.86 9.49 24.75
O -16.50 7.34 34.25
O -18.41 10.29 25.66
O -18.90 7.87 24.90
O -29.98 -1.42 27.77
O -25.52 12.70 33.46
O -28.98 0.63 27.95
O -18.39 6.51 35.07
O -28.18 -1.10 29.15
O -25.00 12.08 31.41
O -16.43 5.40 35.42
O -26.21 13.99 31.78
N -13.87 4.92 29.28
N -21.78 0.46 28.30
N -30.53 0.12 34.69
N -24.45 4.96 33.89
C -18.13 8.12 23.74
C -16.28 11.14 25.69
C -29.02 -0.66 28.41
C -18.70 7.70 34.35
C -24.92 11.46 33.63
C -28.29 0.76 36.02
C -17.43 8.21 33.73
C -17.20 10.14 26.35
C -24.22 11.25 32.33
C -30.85 -0.47 27.15
C -22.18 1.19 27.48
C -19.01 8.55 22.59
C -21.96 8.63 24.56
C -23.35 3.40 32.10
C -22.98 8.61 25.79
C -29.50 0.37 35.24
C -14.83 4.26 29.05
C -22.68 2.07 26.45
C -25.60 13.03 32.15
C -29.86 0.61 26.80
C -17.03 6.34 34.96
C -23.96 4.29 33.10
C -16.05 3.42 28.89
H -19.19 8.46 34.96
H -30.34 1.53 26.47
H -23.46 3.92 31.15
H -17.32 8.85 23.79
H -17.67 7.17 23.47
H -16.68 3.48 29.77
H -23.75 1.90 26.30
H -17.42 8.25 32.64
H -22.61 8.09 26.67
H -23.31 9.63 25.99
H -19.28 9.59 22.77
H -21.62 7.60 24.55
H -27.36 0.45 35.54
H -16.71 9.17 26.32
H -15.64 2.43 28.68
H -16.67 12.07 26.10
H -19.83 7.85 22.41
H -18.41 8.41 21.68
H -23.74 2.39 32.21
H -28.34 1.84 36.13
H -15.28 11.02 26.10
H -22.15 1.85 25.52
H -28.23 0.38 37.04
H -31.17 -0.89 26.20
H -23.14 11.30 32.46
H -22.59 8.76 23.67
H -24.30 10.21 32.01
H -22.28 3.31 32.32
H -16.26 11.19 24.60
H -17.15 9.18 34.14
H -22.58 2.99 27.02
H -16.52 3.78 27.97
H -17.29 10.35 27.41
H -25.64 10.66 33.80
H -29.34 0.35 25.87
H -23.77 7.90 25.58
H -24.10 11.56 34.34
H -31.66 -0.06 27.74
H -19.39 7.50 33.53
```